Entry 1:
Below is a structure of composition C31H41N4OPRuS at a distorted geometry, with properties calculated with ωB97M-V/def2-TZVPD.

The geometry in ORCA input format:
```
! wB97M-V def2-TZVPD RIJCOSX def2/J DEFGRID3
* xyz 1 2
Ru -0.03 0.08 0.06
C 1.92 -1.01 4.03
C 0.99 0.19 3.81
C 0.41 0.66 5.15
P -0.24 -0.05 2.44
C -1.60 1.11 2.95
C -2.86 0.89 2.12
C -1.09 2.55 2.83
C -0.98 -1.69 2.58
C -1.22 -2.36 3.77
C -1.73 -3.66 3.80
C -1.94 -4.39 5.10
C -2.03 -4.28 2.58
C -1.84 -3.63 1.39
C -1.30 -2.33 1.37
N -1.03 -1.67 0.19
C -1.50 -2.30 -1.03
C -2.85 -2.20 -1.39
C -3.85 -1.46 -0.55
C -3.25 -2.78 -2.59
C -2.36 -3.49 -3.40
C -2.83 -4.12 -4.69
C -1.05 -3.61 -2.97
C -0.59 -3.01 -1.80
C 0.83 -3.22 -1.35
H 2.67 -0.75 4.78
H 2.45 -1.29 3.12
H 1.38 -1.89 4.39
H 1.60 1.01 3.42
H -0.28 -0.07 5.59
H -0.11 1.61 5.08
H 1.23 0.79 5.85
H -1.82 0.89 3.99
H -2.64 0.94 1.06
H -3.58 1.67 2.34
H -3.32 -0.08 2.34
H -0.69 2.74 1.84
H -0.30 2.78 3.55
H -1.91 3.25 2.99
H -1.01 -1.87 4.71
H -1.72 -3.75 5.96
H -1.29 -5.26 5.15
H -2.97 -4.75 5.18
H -2.43 -5.29 2.58
H -2.06 -4.12 0.45
H -3.51 -0.45 -0.33
H -4.02 -1.96 0.41
H -4.80 -1.39 -1.07
H -4.28 -2.67 -2.90
H -3.83 -4.54 -4.58
H -2.15 -4.90 -5.01
H -2.88 -3.37 -5.48
H -0.34 -4.18 -3.57
H 1.40 -3.75 -2.11
H 0.86 -3.80 -0.43
H 1.32 -2.26 -1.15
C 0.48 -0.67 -4.45
C 0.75 0.00 -3.14
O -0.05 -0.08 -2.21
N 1.91 0.68 -3.05
C 2.25 1.51 -1.90
C 2.99 0.71 -0.86
C 4.36 0.85 -0.64
C 4.99 0.05 0.29
C 4.24 -0.91 0.96
C 2.89 -0.99 0.70
N 2.26 -0.18 -0.17
H -0.57 -0.94 -4.49
H 1.08 -1.59 -4.52
H 0.73 -0.03 -5.29
H 2.54 0.66 -3.83
H 1.32 1.88 -1.47
H 2.85 2.36 -2.23
H 4.91 1.60 -1.20
H 6.04 0.15 0.48
H 4.70 -1.58 1.67
H 2.26 -1.73 1.18
S -2.59 3.91 -0.48
C -1.44 2.79 -0.44
N -0.60 1.96 -0.40
*
```

For the energy above the lowest of the compared OMol25 structures with the same formula, charge and spin, the calculation gives 0.0 kJ/mol. The value obtained for the HOMO-LUMO gap (alpha / beta) is 0.2280 / 0.2299 hartree. As for the largest force on an atom: 3.07 eV/Å. As for the expectation value of S²: 0.77. The value obtained for the highest occupied orbital energy (alpha / beta) is -10.302 / -10.419 eV. Its electronic energy is -63522.941 eV. As for the molecular weight: 649.81 g mol⁻¹.

=====

Entry 2:
Below is an isolated molecule of C24H25FN6OS at a distorted geometry, with properties calculated with ωB97M-V/def2-TZVPD.

The geometry in ORCA input format:
```
! wB97M-V def2-TZVPD RIJCOSX def2/J DEFGRID3
* xyz 0 1
C 0.37 1.16 -6.16
O -0.24 1.73 -5.03
C 0.04 1.20 -3.81
C -0.58 1.82 -2.72
C -0.34 1.38 -1.44
C 0.52 0.32 -1.21
C 0.84 -0.15 0.20
C 2.32 -0.05 0.34
N 3.21 -1.01 0.32
N 4.40 -0.43 0.42
N 4.30 0.82 0.51
N 3.00 1.13 0.47
C 2.54 2.49 0.47
C 2.37 3.01 -0.92
C 2.98 2.59 -2.06
C 2.58 3.34 -3.20
C 1.68 4.30 -2.90
S 1.29 4.33 -1.23
N 0.40 -1.52 0.39
C -1.00 -1.75 0.09
C -1.94 -1.23 1.19
N -1.58 -1.83 2.46
C -2.55 -2.06 3.42
C -3.73 -2.74 3.06
C -4.70 -3.05 3.99
C -4.54 -2.71 5.32
C -3.39 -2.04 5.71
C -2.43 -1.72 4.77
F -1.35 -1.02 5.21
C -0.20 -1.57 2.82
C 0.70 -2.09 1.69
C 1.13 -0.31 -2.29
C 0.89 0.12 -3.58
H 1.47 1.23 -6.11
H 0.08 0.12 -6.30
H 0.02 1.75 -7.01
H -1.25 2.64 -2.92
H -0.83 1.88 -0.61
H 0.39 0.56 0.92
H 1.60 2.56 1.02
H 3.31 3.07 1.00
H 3.69 1.79 -2.10
H 2.96 3.16 -4.19
H 1.22 5.01 -3.56
H -1.25 -1.28 -0.86
H -1.13 -2.83 -0.01
H -2.97 -1.46 0.94
H -1.85 -0.13 1.26
H -3.86 -3.04 2.03
H -5.59 -3.57 3.67
H -5.30 -2.95 6.05
H -3.23 -1.75 6.73
H 0.05 -2.12 3.73
H -0.02 -0.50 3.00
H 1.75 -1.91 1.93
H 0.56 -3.17 1.60
H 1.78 -1.15 -2.10
H 1.39 -0.38 -4.39
*
```

For the energy above the lowest of the compared OMol25 structures with the same formula, charge and spin, the calculation gives 9.6 kJ/mol. Its SMILES is COc1ccc([C@H](c2nnnn2Cc2cccs2)N2CCN(c3ccccc3F)CC2)cc1. The value obtained for the HOMO-LUMO gap is 0.3029 hartree. As for the largest force on an atom: 1.46 eV/Å. The value obtained for the highest occupied orbital energy is -7.799 eV. Its electronic energy is -49832.733 eV. As for the molecular weight: 464.57 g mol⁻¹.

=====

Entry 3:
Below is an isolated molecule of C4H6FNOS at a distorted geometry, with properties calculated with ωB97M-V/def2-TZVPD.

The geometry in ORCA input format:
```
! wB97M-V def2-TZVPD RIJCOSX def2/J DEFGRID3
* xyz 0 1
O 2.66 -0.36 -0.62
C 1.52 -0.37 -0.20
C 0.81 0.94 0.23
C -0.66 0.84 0.10
F -0.98 1.18 -1.24
C -1.51 -0.31 0.37
S -0.86 -1.69 -0.55
N 0.72 -1.57 0.05
H 1.41 1.57 1.04
H 0.89 1.45 -0.81
H -0.93 1.57 0.83
H -2.62 -0.31 -0.27
H -1.63 -0.64 1.43
H 1.19 -2.29 -0.37
*
```

For the energy above the lowest of the compared OMol25 structures with the same formula, charge and spin, the calculation gives 248.8 kJ/mol. Its SMILES is O=C1C[C@@H](F)CSN1. The value obtained for the HOMO-LUMO gap is 0.3367 hartree. As for the largest force on an atom: 4.85 eV/Å. The value obtained for the highest occupied orbital energy is -8.571 eV. Its electronic energy is -21333.327 eV. As for the molecular weight: 135.16 g mol⁻¹.

=====

Entry 4:
Below is a structure of composition C2H13NO3 at a distorted geometry, with properties calculated with ωB97M-V/def2-TZVPD.

The geometry in ORCA input format:
```
! wB97M-V def2-TZVPD RIJCOSX def2/J DEFGRID3
* xyz 0 1
H 0.71 0.14 -0.40
O 1.84 0.17 0.10
N -0.37 -0.31 -0.89
H 2.08 0.64 0.88
H -0.83 0.39 -1.43
C -1.34 -0.75 0.13
H -1.07 -1.66 0.70
H -2.28 -1.33 -0.38
H -0.19 -1.14 -1.55
C -1.55 0.57 0.97
H -2.47 0.32 1.38
H -0.79 0.83 1.64
H -1.57 1.50 0.27
O 0.35 2.26 0.34
H 1.26 1.82 -0.17
H 0.60 3.07 0.88
O 1.76 -2.21 -1.17
H 1.74 -2.90 -0.54
H 2.11 -1.40 -0.76
*
```

For the energy above the lowest of the compared OMol25 structures with the same formula, charge and spin, the calculation gives 275.2 kJ/mol. The value obtained for the HOMO-LUMO gap is 0.3924 hartree. As for the largest force on an atom: 4.19 eV/Å. The value obtained for the highest occupied orbital energy is -9.895 eV. Its electronic energy is -9915.359 eV. As for the molecular weight: 99.13 g mol⁻¹.

=====

Entry 5:
Below is a structure of composition C12H18BO7SSn at a distorted geometry, with properties calculated with ωB97M-V/def2-TZVPD.

The geometry in ORCA input format:
```
! wB97M-V def2-TZVPD RIJCOSX def2/J DEFGRID3
* xyz -1 1
Sn -0.26 -0.17 0.36
B -1.45 2.47 -0.30
H -0.42 2.18 -0.87
H -1.85 3.46 -0.80
H -2.23 1.59 -0.41
H -1.15 2.60 0.85
C -1.31 -3.23 -3.09
C -2.23 -3.17 -4.18
C -3.28 -2.04 -4.22
O -3.98 -1.86 -5.22
C -3.36 -1.10 -3.17
C -2.40 -1.14 -2.17
C -1.40 -2.32 -2.05
O -0.76 -2.43 -0.98
O -2.36 -0.42 -1.12
O -2.15 -3.96 -5.11
H -0.62 -4.06 -3.04
H -4.01 -0.24 -3.30
C 4.24 -2.86 -0.12
S 2.67 -3.16 0.72
O 1.99 -1.86 0.95
C 1.87 -4.17 -0.50
H 4.90 -3.72 -0.06
H 4.79 -2.02 0.31
H 4.24 -2.62 -1.19
H 1.17 -4.96 -0.23
H 2.56 -4.61 -1.22
H 1.23 -3.44 -1.02
O 0.85 1.65 2.31
C 0.64 2.66 2.92
O 0.51 2.67 4.26
C 0.50 4.05 4.67
C -0.01 4.84 3.49
C 0.70 4.08 2.35
H 1.54 4.19 5.00
H -0.09 4.24 5.57
H 0.21 5.90 3.59
H -1.08 4.62 3.41
H 1.74 4.32 2.17
H 0.07 4.05 1.46
*
```

For the energy above the lowest of the compared OMol25 structures with the same formula, charge and spin, the calculation gives 0.0 kJ/mol. The value obtained for the HOMO-LUMO gap is 0.1912 hartree. As for the largest force on an atom: 3.38 eV/Å. The value obtained for the highest occupied orbital energy is -3.897 eV. Its electronic energy is -44408.802 eV. As for the molecular weight: 435.86 g mol⁻¹.

=====

Entry 6:
Below is a structure of composition C17H22F3N5O3S2Y at a distorted geometry, with properties calculated with ωB97M-V/def2-TZVPD.

The geometry in ORCA input format:
```
! wB97M-V def2-TZVPD RIJCOSX def2/J DEFGRID3
* xyz 1 1
Y 0.23 -0.41 -0.20
F 4.66 4.51 -0.01
C 3.44 3.94 -0.01
F 2.76 4.44 -1.05
F 2.82 4.31 1.11
C 3.57 2.43 -0.10
C 4.83 1.86 -0.15
C 4.96 0.48 -0.24
C 3.82 -0.27 -0.28
N 2.59 0.26 -0.24
C 2.44 1.61 -0.14
S 0.79 2.18 -0.04
H 5.70 2.50 -0.12
H 5.94 0.01 -0.27
H 3.88 -1.35 -0.35
C -3.61 -2.14 3.42
N -2.90 -1.26 2.48
C -2.93 -1.25 1.16
S -2.38 0.19 0.34
N -3.43 -2.23 0.41
C -3.87 -3.57 0.80
H -3.74 -1.58 4.35
H -3.05 -3.04 3.64
H -4.59 -2.39 3.05
H -2.45 -0.45 2.87
H -3.46 -2.01 -0.57
H -4.88 -3.58 1.21
H -3.18 -4.01 1.52
H -3.86 -4.19 -0.09
C 2.80 -4.07 -0.74
C 2.45 -4.58 0.66
C 0.96 -4.48 1.09
C 0.80 -5.13 2.46
C -0.61 -5.01 3.04
C 0.13 -5.25 0.04
O 0.03 -6.44 0.04
N -0.42 -4.50 -1.02
C -0.45 -3.13 -1.02
O -0.67 -2.41 -1.99
N -0.20 -2.51 0.17
C 0.59 -3.02 1.14
O 1.04 -2.20 1.94
H 3.88 -4.09 -0.87
H 2.47 -3.05 -0.90
H 2.37 -4.70 -1.52
H 3.01 -4.02 1.41
H 2.73 -5.63 0.75
H 1.52 -4.66 3.13
H 1.08 -6.18 2.36
H -0.86 -3.97 3.21
H -0.68 -5.54 3.99
H -1.34 -5.46 2.36
H -0.73 -5.00 -1.84
*
```

For the energy above the lowest of the compared OMol25 structures with the same formula, charge and spin, the calculation gives 17.0 kJ/mol. The value obtained for the HOMO-LUMO gap is 0.3000 hartree. As for the largest force on an atom: 1.37 eV/Å. The value obtained for the highest occupied orbital energy is -11.310 eV. Its electronic energy is -62445.514 eV. As for the molecular weight: 554.43 g mol⁻¹.